15
Properties=species:S:1:pos:R:3:forces:R:3:mulliken_charge:R:1 method="wB97M-V/def2-TZVPD" e_above_lowest_kcal_mol=49.7 gap_ev=11.12 spin_multiplicity=1 e_tot_ev=-10418.8483 homo_ev=-10.46 fmax_ev_per_a=3.5
C 1.756 -0.055 -0.891 3.24 -1.12 -0.61 -1.3779
C 0.374 -0.501 -0.454 1.02 -1.21 1.27 0.5084
O 0.533 -1.536 0.660 1.69 1.35 -0.61 -0.5752
C -0.445 0.598 0.146 2.12 1.74 -0.27 -0.6007
C -1.841 0.348 0.322 -2.01 2.03 2.00 0.4162
O -2.721 0.981 -0.240 0.36 -1.34 -0.19 -0.5906
O -2.085 -0.224 1.531 -2.66 0.49 -1.06 -0.4206
H 2.287 0.833 -0.438 -1.00 -1.12 0.74 0.2925
H 1.997 0.254 -1.942 -1.22 -0.78 0.35 0.3578
H 2.392 -1.048 -0.731 -0.84 2.30 -0.38 0.3138
H -0.111 -1.024 -1.340 0.26 0.55 1.40 0.2661
H 1.399 -1.324 1.171 -2.25 -0.32 -1.45 0.3229
H -0.075 1.116 1.091 0.00 -1.71 -0.62 0.3195
H -0.410 1.494 -0.438 0.01 0.29 -1.36 0.4235
H -3.051 0.087 1.554 1.27 -1.16 0.80 0.3444